No. 1
The following is a quantum chemistry calculation of a structure of composition C27H41AsCl2F3N6O3S3SeSr, from the Open Molecules 2025 dataset.

## Properties
HOMO-LUMO gap ... 0.1995 Eh
ΔE to the lowest compared entry with this formula, charge and spin ... 65.4 kcal per mole

ORCA input file:
```
! RIJCOSX wB97M-V def2-TZVPD def2/J DEFGRID3
* xyz -1 1
Cl -1.34796 3.52705 0.65877
H -0.43457 -4.42716 5.32640
Sr -1.13841 0.14899 -2.01106
H 6.31721 1.57925 -1.66603
H 1.39747 -0.59634 4.75550
H 1.62211 0.99966 0.66016
C -4.36503 1.58059 2.70139
H 4.77384 1.55378 2.05985
H -4.23077 -1.31563 -1.72728
H 2.41533 2.23818 2.45444
N -0.16377 0.50809 1.47709
As 1.06151 -2.07010 -0.37555
O -1.21904 2.28195 -2.64965
C -5.74786 -2.51320 -4.51435
F -0.88597 -0.17831 -5.65457
H 4.72120 3.31485 2.29366
C 2.54400 -1.92525 0.89772
H -2.30893 -3.74171 3.86142
C -2.39874 1.64532 4.65867
H -2.31819 -1.50608 2.81997
Se -2.70100 -1.38744 -0.16697
H -1.62519 1.65773 5.41914
C 5.24985 1.54713 -1.90541
H 2.82931 -2.92348 1.23432
F -0.14054 -0.99769 -3.77790
S -3.33363 0.56621 -3.84347
H 5.37566 0.16309 -3.55184
C 4.87362 0.24521 -2.58505
H 5.18630 -0.59533 -1.95828
H -6.57522 -2.49456 -2.47375
H 6.08988 2.60585 0.28664
C -3.68798 2.04343 4.96426
O 1.04000 2.20554 -3.43020
C 0.59798 -2.55929 5.14061
H -3.92763 2.38243 5.96453
H 2.54117 3.39712 1.12454
H -0.27853 -3.20095 1.45761
H 1.43488 -2.86812 5.75434
C 2.90639 2.43098 1.49911
C 0.18042 -3.56348 0.53827
Cl 0.78229 4.53589 -1.11037
F 1.11813 0.21962 -5.05532
C 3.36399 0.24650 -2.74992
H -1.00837 5.69655 -0.15934
C -1.53020 -1.78469 3.51371
H 2.73231 -2.63854 -2.24317
H 2.51765 -4.03313 -1.15864
H -6.79136 -2.50269 -4.83082
N -5.09115 -1.24751 -4.83976
H 0.20969 5.22620 1.06210
S -0.41536 0.71231 3.00532
H -0.85665 -0.12316 1.04989
C -0.48950 -0.90167 3.79001
H 4.75994 3.69271 -0.11950
C -2.10272 1.21527 3.36948
H -4.66247 -1.08617 -5.73449
C -5.60910 -2.57092 -2.97485
H 3.01984 -0.68425 -3.20666
S -0.33328 2.09802 -3.82939
C -0.13890 0.14703 -4.62337
O -0.78556 2.73417 -5.02624
C -0.44793 -3.43408 4.89451
C -3.06905 1.18982 2.38148
C 4.41307 2.49612 1.64027
H -0.63093 -3.93691 -0.08468
H -2.84297 0.81885 1.38368
H 5.03848 2.39347 -2.57596
N -4.77915 -1.41808 -2.66910
C -1.50619 -3.04837 4.07740
C -4.42965 -0.76982 -3.74431
C -4.67436 2.00750 3.98197
C 2.00471 -3.22068 -1.67741
H 0.90700 -4.34969 0.75764
H 3.08658 1.04918 -3.43626
N 2.57928 1.34819 0.60391
H 2.22467 -1.32373 1.74870
H -5.11772 -3.48093 -2.62766
H -5.12851 1.53000 1.93552
H -5.68625 2.30923 4.22352
C 4.99908 2.68400 0.25369
C 0.57849 -1.28576 4.58423
N 4.51818 1.66539 -0.66014
H 3.39200 -1.42690 0.42815
H 1.27916 -3.64113 -2.37480
C 3.21989 1.15870 -0.59287
H -5.25145 -3.35694 -5.00002
C -0.35387 4.90785 0.19225
N 2.65904 0.42488 -1.48945
*
```

---

No. 2
The following is a quantum chemistry calculation of a cluster of 16 separate species, C60H160B6F24N10O20 in total, from the Open Molecules 2025 dataset.

## Properties
HOMO-LUMO gap ... 0.2481 Eh
ΔE to the lowest compared entry with this formula, charge and spin ... 126.9 kcal per mole

ORCA input file:
```
! RIJCOSX wB97M-V def2-TZVPD def2/J DEFGRID3
* xyz 4 1
C -1.76392 7.94964 -2.14132
C -6.41928 2.64106 -4.69844
O 5.83400 -1.40560 3.44660
H 1.26174 -3.59883 -3.27336
F -0.84836 6.02396 2.57646
O 2.10499 -2.06197 -5.33387
H -4.08548 -6.39550 0.14438
H 6.05358 1.38945 5.58630
H 3.29434 8.48896 -0.77640
H -9.03998 -4.56221 2.88790
O -0.36188 -5.44943 -7.13261
H 1.69940 5.51352 -0.40481
H -6.00660 3.64388 -4.80864
H -4.89736 2.61777 1.81542
H -2.31122 3.71130 2.82097
F -3.08252 4.05294 -5.70586
O -4.84621 -4.54019 1.09978
F -1.14452 -1.53191 2.71973
H -2.21492 -2.04344 7.86562
H -2.75816 13.26785 -4.83376
H 2.40065 -0.42323 -6.51509
C -8.48808 -5.43015 3.24872
H 7.11104 0.14366 4.85022
H -1.08483 -3.68806 -7.43662
C -2.80784 9.06493 -5.49001
H -3.89893 1.20662 7.76134
H -2.59024 4.31211 -0.82029
H -6.54264 0.95988 -5.98951
C -3.96786 0.24814 -6.72265
H -6.16819 -3.58040 0.01914
H -2.86166 -2.44644 6.35385
H 0.35742 -3.60824 2.48233
F 0.43379 -7.80347 -0.82030
H -4.93902 14.76696 -6.62131
H 1.11406 9.15502 -5.55601
C -1.02582 -1.54864 -0.97778
H -2.70031 0.36570 8.70401
H 3.24574 -7.02683 0.69461
F -2.49335 6.14370 -6.22905
F -3.36069 -2.56276 -2.76427
O 1.36794 -1.93187 -0.85640
H 7.28677 -2.24898 8.53066
H -4.49490 0.76013 -4.79173
H -0.07468 -3.17947 -0.08244
H -5.06550 -7.61254 2.43878
C -3.02985 0.55353 7.68214
N 0.93669 -4.12633 5.88812
C 1.83004 -6.86350 8.47285
H 3.94974 -1.30034 -6.33517
O -2.82667 1.98422 -7.88777
N 1.62913 7.24936 -1.43299
H -1.22354 1.27118 -6.70076
O 1.68821 5.49526 -3.70755
C -1.37477 1.98107 -7.51396
H -2.54923 0.80666 4.93946
H 4.01582 -5.70156 -0.15198
C -5.19821 -6.78352 4.31606
H 0.23495 -1.81746 0.79894
H -2.48562 8.99925 -6.52923
H 9.52350 -7.39993 3.97108
H -0.68327 -4.63542 3.51613
F 3.97537 3.40202 0.13683
C 0.11534 -2.11808 -0.24194
H 5.53370 -8.26360 1.39478
F -2.90530 -0.92247 4.00182
H 0.79442 -3.50140 6.66871
O 1.34201 9.00658 -3.43791
C -3.90310 2.21217 1.62822
C -6.70572 -6.34935 4.52363
F -0.97070 5.45779 0.32765
H -5.02680 -4.50333 -0.95450
H 1.80017 -7.24723 7.45306
H -5.78128 2.45995 -6.78015
F 0.85278 -7.12279 -3.02429
H 3.38139 7.89665 -2.44031
O -3.41590 1.94363 2.87536
H -4.53556 -6.13074 4.88428
H -6.01425 14.25720 -5.35330
H -1.55535 -7.08601 -6.88979
O -6.13555 2.03235 -3.44655
H 1.25443 3.82222 -4.96867
F -2.16707 7.17148 1.25132
C -3.80606 -5.64683 0.88568
O -3.42845 -0.60147 6.94141
C 5.78331 -7.21139 1.25826
C 2.71939 8.32517 -1.68783
H -1.07753 2.64925 4.52723
H 7.12589 -7.06026 3.02660
H -5.64886 -6.13398 2.44511
H -3.06906 11.17011 -7.18372
H 3.32267 -2.60421 -1.04991
C -5.90544 1.83895 -5.89300
H -2.12481 -4.78855 -6.37973
H -1.64192 11.37488 -6.28084
O -7.06243 -5.37808 3.62362
H -1.36353 7.73406 -4.73232
H -2.91387 0.08532 -8.66904
H 0.04799 -2.91783 -5.97032
H -0.68842 3.18150 -0.15205
H -3.24892 -5.52079 2.96858
H 6.08391 -1.58105 6.04210
H 1.16853 7.44990 -0.55678
H 2.77070 -7.11723 8.96161
H -7.25025 -7.26107 4.27796
H -3.40836 3.79729 -2.28872
C -0.69463 2.45077 -0.96080
H 0.55914 5.35916 -5.41285
H -3.62697 1.74240 5.60502
H -6.88684 -6.10068 5.56932
H 3.44554 -2.59059 -3.94523
H -3.29988 2.79568 0.93271
N -3.36721 10.42555 -5.26002
O -4.38499 13.03238 -5.62863
H -2.40020 7.56502 -1.34424
C 0.56466 -6.28537 2.35317
H -3.84793 3.83916 3.55596
O -1.88477 2.55923 -1.66278
H 4.27345 -0.04280 10.08552
C 7.00126 -1.20064 8.61774
H 2.95474 -3.68527 8.03015
H 0.37147 -5.82852 1.38257
H -4.35609 14.92952 -4.87481
H 7.44199 0.55048 7.65016
H 1.53709 -2.48721 4.54700
H 3.42864 -3.52432 -5.42674
C -2.43775 3.84967 -1.79548
F -2.63738 -0.65332 -3.49983
C 9.03605 -5.03120 2.30564
H 2.16846 -3.83975 -0.50762
H -2.93096 -7.14304 2.51210
O 5.61007 -1.15429 9.02228
H 0.39894 -4.97971 5.93980
H -4.39998 1.07576 -8.71405
C -3.53371 0.79156 -8.11665
C 2.86366 -1.39255 -6.33031
F -3.07761 -2.33769 -5.01513
H -1.61009 0.30472 -1.94590
B 0.46350 -6.72034 -1.73668
F -3.27131 5.71066 -4.11342
H -1.93299 -1.53137 -0.37376
C -2.02708 1.35864 6.88969
H 2.33351 10.09385 -4.98020
N -0.81722 -0.08294 -1.45481
H 10.35105 -5.72227 0.67944
H 5.01501 0.52260 3.33738
H -1.01560 8.59410 -1.68004
F -2.88118 -2.94648 2.89653
H -3.74388 1.95892 -5.51973
H -1.03397 3.00227 -7.34335
H 3.01936 -5.37363 1.19894
F -4.79486 -1.07244 -3.90117
H -1.84866 2.31771 7.37595
H -9.15203 -5.63371 4.08886
N -4.45066 1.25363 -5.67185
H 1.33563 -4.90356 -5.67577
N 7.68949 -5.46685 1.65091
B -3.37620 5.41245 -5.48490
C 7.35254 -0.48379 7.31790
H 5.77592 -0.29999 10.94568
C -1.12887 -4.42891 -6.63831
H -1.12053 -2.10825 -1.90836
H -0.55155 -6.83152 -5.50737
H 10.73549 -8.55107 3.50384
H 1.42933 10.06933 -1.70324
H -0.90292 1.62631 -8.43026
N 6.17097 -0.62188 6.34626
F 1.94068 3.32032 0.96376
C 0.69399 -3.17531 4.60860
H 3.06420 -3.82725 5.62675
O 1.77521 -5.38052 8.53241
C 6.09568 0.38524 5.16453
O 10.40495 -7.17267 2.08326
H 4.18130 -0.57822 4.59414
H 4.27059 -2.06553 2.08288
H -3.26126 -0.28470 -6.08633
H 0.97665 7.34552 -2.19792
C 10.19343 -5.82038 1.75351
H 5.66171 0.85442 9.54535
C 0.76310 4.70691 -4.56369
H 2.78266 -2.64296 0.59852
F 2.55062 1.93486 -0.59626
H 7.86249 -5.39925 0.65813
H 9.02853 -3.99072 1.98093
H 11.29611 -7.03623 3.94653
H -1.23490 7.03741 -2.41712
C 10.46013 -7.49956 3.42254
H -6.00391 2.00009 -1.55759
C -1.87666 8.63511 -4.39630
H -1.44518 -1.34187 6.48207
H 2.02614 3.86742 -2.43798
N 0.77897 -4.58922 -4.89383
C 0.30511 -4.19012 3.40254
C -0.50741 0.97784 -0.37396
H 2.41981 -4.98650 -3.54047
H -2.95067 -5.25268 0.33700
C 5.35430 -0.10584 9.95946
C -4.96042 14.38528 -5.60054
F 1.39724 -5.84789 -1.13561
B -2.51364 -1.59855 2.90080
H 2.36268 8.14878 -4.98527
F 3.53056 1.66960 1.41129
H 0.56294 4.87458 -2.13430
H -0.24431 4.61088 -4.15872
C 2.69726 -4.67603 7.65572
H 8.84397 -5.24448 3.35717
H 1.00818 -7.30216 9.03873
C 1.91231 -4.12408 -3.97263
C 2.13548 9.55366 -2.35404
H 1.24237 -7.12232 2.18490
H 2.97824 10.16581 -2.67517
C 2.78995 -3.09654 -4.65397
H -0.23062 -0.12107 -2.27612
H -1.11116 9.40313 -4.28557
H -4.04198 1.26743 1.10261
C -3.57690 -6.29705 2.27724
H 6.97107 -4.77531 1.81131
O 4.78544 -6.33439 1.79135
C 1.89337 9.11401 -4.79503
N -4.92546 -6.70471 2.85870
H -7.49126 2.80099 -4.81405
N -2.62691 1.62596 5.52496
H -1.22423 0.72716 0.40799
F -4.74073 5.72708 -5.80521
H -0.37441 -6.77538 2.61034
F -3.14615 -0.97462 1.82726
H 11.10647 -5.40371 2.17877
C -6.41342 2.72669 -2.25933
C 3.76702 -6.08055 0.83927
H -7.46603 2.98559 -2.14490
H -5.83488 3.63552 -2.09374
H 7.54756 -0.83829 9.48857
B 2.98089 2.55865 0.49046
H -4.32991 10.37008 -5.56041
C -2.12471 2.85006 4.75348
C -0.58674 -6.68802 -6.58731
H 0.05172 2.83936 -1.65366
C 2.16653 5.83987 -1.33400
H -3.70344 8.44622 -5.43341
H 8.29337 -0.80574 6.87150
H 2.55633 -5.55749 5.68056
H 0.19363 -7.31653 -7.01638
H 0.47657 0.71700 0.01571
H 5.27565 -0.58231 6.81204
H 5.80166 -7.20692 0.16843
H 5.42581 -3.27707 2.47884
H -8.51391 -6.13244 2.41552
H -2.74475 13.61882 -6.59049
H 3.64715 -5.20776 7.60021
C 4.94379 -2.38484 2.87845
B -3.46664 -1.66703 -3.82551
C 1.61489 4.87670 -2.41980
H -1.04231 -3.45179 -4.65709
H -2.22848 3.72255 5.39852
H -0.20157 -2.58547 4.80395
H -4.96099 -7.82317 4.54180
C 7.13123 -6.90908 1.94715
C -2.42140 -1.60520 6.88919
C -2.72555 11.44500 -6.18645
C -3.00320 3.15766 3.45559
F 0.14024 7.35001 0.89710
C 2.44668 -2.78886 -0.42810
F -0.76176 -6.07373 -1.78801
H -4.42898 -2.97870 -0.38326
H 2.65920 -1.97432 -7.22911
B -0.95918 6.52773 1.29432
C 5.08914 -0.28267 4.06823
H 3.22589 6.05878 -1.20007
O -2.60686 8.42335 -3.15670
C 2.41371 -4.56205 6.10112
H 4.27896 -2.82534 3.62146
H -1.11913 0.76042 6.96620
C -0.39162 -3.77944 -5.46787
H 0.44636 -5.43149 -4.44657
O 1.12564 -5.30294 3.18428
C -5.10979 -3.79219 -0.13261
C -3.06235 12.91657 -5.81974
H -4.69739 -0.56158 -6.70743
H 7.89884 -7.58319 1.56709
H -1.88437 4.46212 -2.50737
H -3.30141 10.56899 -4.26242
*
```

---

No. 3
The following is a quantum chemistry calculation of a structure of composition C3H2HoO2, from the Open Molecules 2025 dataset.

## Properties
HOMO-LUMO gap (alpha / beta) ... 0.2541 / 0.2438 Eh
ΔE to the lowest compared entry with this formula, charge and spin ... 0.7 kcal per mole
Expectation value of S² ... 6.014

ORCA input file:
```
! RIJCOSX wB97M-V def2-TZVPD def2/J DEFGRID3
* xyz 1 5
C 0.81526 -0.32076 0.10406
C 0.67603 2.13804 -0.35833
O 0.39966 0.86122 -0.55452
H -0.17198 -1.93482 1.05504
Ho -1.80209 1.41015 -1.08567
O -1.49678 -0.67124 0.06398
C -0.29167 -1.02549 0.44752
H 1.87158 -0.45711 0.32791
*
```

---

No. 4
The following is a quantum chemistry calculation of an isolated molecule of C4H5NOS, from the Open Molecules 2025 dataset.

## Properties
HOMO-LUMO gap (alpha / beta) ... 0.2986 / 0.2987 Eh
ΔE to the lowest compared entry with this formula, charge and spin ... 85.1 kcal per mole

ORCA input file:
```
! RIJCOSX wB97M-V def2-TZVPD def2/J DEFGRID3
* xyz 0 1
H 0.95123 -2.68035 -0.11300
C 0.86018 -1.53748 -0.05115
C -1.30360 1.47999 0.05135
C -0.16764 0.60101 -0.09951
H -1.20314 2.53669 -0.24442
H -1.34082 1.45312 1.16720
H 2.97927 -0.90857 -0.27426
H -2.28329 1.28037 -0.41736
N -0.36415 -0.95260 0.01621
S 1.43955 0.96103 -0.02803
O -1.45887 -1.54575 -0.04677
C 1.89129 -0.68745 0.03974
*
```

---

No. 5
The following is a quantum chemistry calculation of a cluster of 2 separate species, CH3NO2S in total, from the Open Molecules 2025 dataset.

## Properties
HOMO-LUMO gap (alpha / beta) ... 0.3155 / 0.3203 Eh
ΔE to the lowest compared entry with this formula, charge and spin ... 164.6 kcal per mole

ORCA input file:
```
! RIJCOSX wB97M-V def2-TZVPD def2/J DEFGRID3
* xyz 0 1
O 1.82398 0.21229 0.44767
H 0.01700 -0.84752 1.44031
H -1.11246 1.03766 -0.85450
N 0.71439 0.50654 0.09471
H 0.38927 -2.30992 -0.87206
O 0.47320 1.45317 -0.69194
C -0.35847 -0.15139 0.58203
S -1.94692 0.09916 -0.14621
*
```

---

No. 6
The following is a quantum chemistry calculation of a structure of composition C33H31BrN2O2PSSn, from the Open Molecules 2025 dataset.

## Properties
HOMO-LUMO gap ... 0.1973 Eh
ΔE to the lowest compared entry with this formula, charge and spin ... 15.5 kcal per mole

ORCA input file:
```
! RIJCOSX wB97M-V def2-TZVPD def2/J DEFGRID3
* xyz 1 1
H 1.83593 -7.24594 1.26359
S -2.59910 -2.49078 0.40433
H 3.82797 -0.18994 -3.06666
H -1.55492 -1.60900 -4.27897
H 4.82747 5.16642 1.01576
H 3.05397 4.67053 4.87278
C -0.23748 -6.64211 1.26034
O -3.76821 -2.97001 1.06259
H -0.61914 -7.64469 1.40093
C 1.13491 -6.42776 1.19046
N -1.22166 -3.11715 0.87128
C 3.24701 0.24653 -2.26515
H -1.33178 6.25225 0.02795
C -1.75378 2.53049 0.95547
C -3.27972 -3.97129 -1.76323
C 2.98979 0.83662 0.03272
H 0.63970 4.95187 0.71347
H -3.66299 -5.23630 -3.44463
H -1.63872 -1.01019 -1.87803
H -3.20552 -4.62539 -5.72687
H 2.64942 -4.90598 1.00602
H -0.30834 1.82443 -2.97550
C 2.19731 3.23252 1.93238
C 1.10229 2.91538 4.19877
H -3.79787 -4.59205 -1.04327
C 2.13884 3.54104 3.30374
C -3.21592 -4.31110 -3.10446
H -0.92432 1.33128 -1.38832
C -0.56130 -4.30706 0.97404
H -3.02799 1.01234 1.74605
H -1.47366 -4.29700 -5.66497
C -2.02234 -2.28208 -3.57068
C 2.01041 0.80363 -2.53744
H -2.17917 -5.68825 1.26109
C 4.02889 5.02018 3.00172
C -1.44270 5.20147 0.26358
Br 0.46640 -1.25564 3.22938
H 4.70660 -0.17454 -0.74120
H 3.23170 3.55125 0.06934
H -3.82679 2.79627 0.37673
C -2.67920 -2.79876 -1.33167
C -0.33061 4.47476 0.66413
C 1.74221 1.41189 -0.23743
C -2.85639 3.27407 0.42553
C -2.46107 -3.87589 -5.46563
C 3.74101 0.25541 -0.97019
P 0.97329 2.04352 1.30261
H 3.37582 0.86547 1.04581
C -1.10847 -5.57462 1.16205
H -0.24603 2.93902 -1.61662
C 4.08090 4.70903 1.65129
C -2.57173 -3.48293 -4.02076
H 1.22424 1.83062 4.23562
N 0.76667 -4.09457 0.91918
H -1.29937 0.99470 2.39128
C -2.02648 1.41782 1.70577
H 1.18680 3.30145 5.21279
C 1.22004 1.37035 -1.53834
H -2.58756 -3.01147 -6.11659
Sn 0.24339 -1.45954 0.74989
H 1.64298 0.80562 -3.55648
C -0.14034 1.89298 -1.90241
C 3.07351 4.43311 3.81635
H -3.53558 5.16833 -0.26017
C 3.17453 3.80817 1.11919
C 1.59053 -5.13228 1.03963
C -0.43920 3.11174 0.90179
O -2.27157 -1.05628 0.55557
H 4.74399 5.71369 3.42386
C -2.05812 -1.94416 -2.22941
H 0.09303 3.12876 3.83813
C -2.69643 4.58975 0.10014
*
```

---

no.,E_tot (a.u.)
1,-8690.2458
2,-6979.8257
3,-1213.5756
4,-683.4723
5,-643.0518
6,-5063.7504